1.
The following is a DFT calculation (wB97M-V/def2-TZVPD) of C5H7N in the gas phase in a non-equilibrium geometry.

```
! wB97M-V def2-TZVPD RIJCOSX def2/J DEFGRID3
* xyz 0 1
C -0.717 0.239 0.342
C 0.383 1.205 0.152
C 1.585 0.640 -0.114
C 1.404 -0.821 -0.079
C 0.196 -1.196 0.332
H -1.941 0.017 -1.130
H -2.722 -0.612 -0.026
H -1.129 0.302 1.271
H 0.394 2.461 0.233
H 2.658 1.031 -0.325
H 2.279 -1.375 -0.477
H -0.337 -2.031 0.072
N -2.052 0.139 -0.251
*
```

Summary:
Energy above the lowest of the compared OMol25 structures with the same formula, charge and spin in kcal/mol: 89.91
SMILES: NC1C=CC=C1
HOMO-LUMO gap in eV: 9.4511
Calculated total energy in eV: -6784.6138
E_LUMO in eV: 0.76



2.
The following is a DFT calculation (wB97M-V/def2-TZVPD) of C5H7N in the gas phase.

```
! wB97M-V def2-TZVPD RIJCOSX def2/J DEFGRID3
* xyz 0 1
C -2.447 -0.405 0.526
C -1.417 0.125 -0.079
C -0.427 0.711 -0.702
C 0.964 0.193 -0.858
C 1.897 0.195 0.299
N 1.398 -1.058 -0.256
H -0.629 1.678 -1.162
H -2.658 -0.199 1.573
H -3.146 -1.047 -0.006
H 1.386 0.371 -1.846
H 1.500 0.539 1.253
H 2.957 0.386 0.143
H 0.661 -1.443 0.330
*
```

Summary:
Energy above the lowest of the compared OMol25 structures with the same formula, charge and spin in kcal/mol: 64.75
SMILES: C=C=C[C@H]1CN1
HOMO-LUMO gap in eV: 10.1346
Calculated total energy in eV: -6785.7046
E_LUMO in eV: 1.03



3.
The following is a DFT calculation (wB97M-V/def2-TZVPD) of a 2-piece molecular cluster, C5H7N overall in a non-equilibrium geometry.

```
! wB97M-V def2-TZVPD RIJCOSX def2/J DEFGRID3
* xyz 0 1
C 2.650 0.751 0.417
C 3.355 1.624 -0.312
C 1.396 0.121 0.229
C -2.585 -1.319 0.292
C -3.435 -0.788 -0.519
N 0.473 -0.575 0.263
H 2.957 0.681 1.408
H 4.180 2.187 0.026
H 3.035 1.814 -1.321
H -1.955 -0.837 1.041
H -2.287 -2.370 0.270
H -4.096 0.072 -0.328
H -3.687 -1.360 -1.465
*
```

Summary:
Energy above the lowest of the compared OMol25 structures with the same formula, charge and spin in kcal/mol: 67.45
SMILES: C=CC#N.C=C
HOMO-LUMO gap in eV: 9.4902
Calculated total energy in eV: -6785.5875
E_LUMO in eV: 0.18



4.
The following is a DFT calculation (wB97M-V/def2-TZVPD) of C5H7N in the gas phase.

```
! wB97M-V def2-TZVPD RIJCOSX def2/J DEFGRID3
* xyz 0 1
C 1.908 0.039 0.153
C 0.648 0.047 0.586
C -0.298 1.194 0.586
C -1.374 0.764 -0.073
C -1.099 -0.668 -0.486
N -0.187 -1.101 0.586
H 2.381 -0.906 -0.102
H -0.486 -0.598 -1.410
H 2.442 0.958 -0.048
H -0.074 2.198 0.926
H -2.235 1.332 -0.407
H -1.958 -1.327 -0.629
H 0.334 -1.931 0.319
*
```

Summary:
Energy above the lowest of the compared OMol25 structures with the same formula, charge and spin in kcal/mol: 40.20
SMILES: C=C1C=CCN1
HOMO-LUMO gap in eV: 9.5346
Calculated total energy in eV: -6786.7695
E_LUMO in eV: 1.12



5.
The following is a DFT calculation (wB97M-V/def2-TZVPD) of C5H7N as an isolated structure in a non-equilibrium geometry.

```
! wB97M-V def2-TZVPD RIJCOSX def2/J DEFGRID3
* xyz 0 1
C 0.746 0.336 -0.997
C -0.614 -0.218 -1.307
C -1.176 -0.298 -0.070
C -0.465 -0.633 1.323
N 0.967 -0.391 1.404
C 0.448 0.542 0.501
H 0.941 1.314 -1.459
H 1.630 -0.295 -1.178
H -1.050 -0.454 -2.280
H -2.222 -0.176 0.172
H -0.945 -0.123 2.166
H 1.484 -1.097 0.895
H 0.219 1.541 0.851
*
```

Summary:
Energy above the lowest of the compared OMol25 structures with the same formula, charge and spin in kcal/mol: 115.22
HOMO-LUMO gap in eV: 8.4873
Calculated total energy in eV: -6783.5160
E_LUMO in eV: 1.12



6.
The following is a DFT calculation (wB97M-V/def2-TZVPD) of C5H7N in the gas phase.

```
! wB97M-V def2-TZVPD RIJCOSX def2/J DEFGRID3
* xyz 0 1
C 0.356 -1.355 -0.040
C 1.178 -0.140 -0.420
C 0.726 1.058 -0.177
C 0.168 2.219 0.004
N -2.010 -0.588 0.084
C -0.925 -0.927 0.645
H 0.971 -1.923 0.669
H 0.144 -2.012 -0.891
H 2.192 -0.274 -0.791
H -0.066 2.766 -0.895
H 0.014 2.671 0.979
H -1.913 -0.661 -0.934
H -0.883 -0.838 1.737
*
```

Summary:
Energy above the lowest of the compared OMol25 structures with the same formula, charge and spin in kcal/mol: 57.20
SMILES: [H]/N=C\CC=C=C
HOMO-LUMO gap in eV: 10.3183
Calculated total energy in eV: -6786.0323
E_LUMO in eV: 0.93



7.
The following is a DFT calculation (wB97M-V/def2-TZVPD) of C5H7N in the gas phase.

```
! wB97M-V def2-TZVPD RIJCOSX def2/J DEFGRID3
* xyz 0 1
C -0.780 1.915 0.009
C -0.924 -1.586 0.142
C -0.380 0.938 -0.795
N 0.736 0.092 -0.585
C 1.083 -0.288 0.716
C 0.429 -1.328 -0.229
H -0.317 2.102 0.974
H -1.620 2.538 -0.278
H -1.114 -2.671 0.023
H -0.864 0.739 -1.749
H 0.491 0.064 1.560
H 2.139 -0.476 0.899
H 1.120 -2.038 -0.686
*
```

Summary:
Energy above the lowest of the compared OMol25 structures with the same formula, charge and spin in kcal/mol: 128.62
HOMO-LUMO gap in eV: 8.1480
Calculated total energy in eV: -6782.9349
E_LUMO in eV: -0.32



8.
The following is a DFT calculation (wB97M-V/def2-TZVPD) of C5H7N as an isolated structure.

```
! wB97M-V def2-TZVPD RIJCOSX def2/J DEFGRID3
* xyz 0 1
C -1.140 0.883 0.207
C -1.175 -0.543 -0.362
C -0.243 0.532 -0.922
N 0.897 -0.277 -0.358
C 1.840 0.096 0.573
C 0.071 -1.263 -0.018
H -0.726 1.101 1.190
H -1.993 1.502 -0.063
H -2.090 -0.981 -0.745
H -0.252 0.999 -1.902
H 1.543 -0.082 1.602
H 2.882 0.193 0.296
H 0.385 -2.160 0.501
*
```

Summary:
Energy above the lowest of the compared OMol25 structures with the same formula, charge and spin in kcal/mol: 126.01
HOMO-LUMO gap (spin up / spin down) in eV: 8.0705 / 7.0223
Calculated total energy in eV: -6783.0484
E_LUMO (spin up / spin down) in eV: 0.78 / 0.46



9.
The following is a DFT calculation (wB97M-V/def2-TZVPD) of C5H7N as an isolated structure in a non-equilibrium geometry.

```
! wB97M-V def2-TZVPD RIJCOSX def2/J DEFGRID3
* xyz 0 1
C 1.158 -0.598 0.003
C 1.133 0.704 0.753
C -0.178 1.085 0.471
C -0.148 -0.147 -0.668
C -1.471 -0.653 -0.227
N -1.124 0.047 1.005
H 1.101 -1.535 0.563
H 2.004 -0.642 -0.698
H 1.985 1.309 1.058
H -0.547 2.105 0.325
H -0.022 0.298 -1.657
H -1.581 -1.737 -0.118
H -2.311 -0.237 -0.810
*
```

Summary:
Energy above the lowest of the compared OMol25 structures with the same formula, charge and spin in kcal/mol: 136.46
HOMO-LUMO gap (spin up / spin down) in eV: 8.7466 / 7.4185
Calculated total energy in eV: -6782.5952
E_LUMO (spin up / spin down) in eV: 0.21 / -0.02



10.
The following is a DFT calculation (wB97M-V/def2-TZVPD) of C5H7N in the gas phase.

```
! wB97M-V def2-TZVPD RIJCOSX def2/J DEFGRID3
* xyz 0 1
C 1.179 -0.423 0.624
C 0.649 0.768 -0.179
C 0.472 -0.642 -0.666
C -1.072 -0.456 -0.503
N -1.493 0.026 0.804
C -0.890 0.961 -0.109
H 2.262 -0.474 0.648
H 0.766 -0.892 1.521
H 1.296 1.510 -0.638
H 0.919 -1.113 -1.533
H -1.811 -0.926 -1.141
H -0.848 -0.203 1.553
H -1.429 1.866 -0.381
*
```

Summary:
Energy above the lowest of the compared OMol25 structures with the same formula, charge and spin in kcal/mol: 83.32
SMILES: C1[C@@H]2[C@H]1[C@@H]1N[C@H]21
HOMO-LUMO gap in eV: 9.9826
Calculated total energy in eV: -6784.8995
E_LUMO in eV: 1.20



11.
The following is a DFT calculation (wB97M-V/def2-TZVPD) of a 2-piece molecular cluster, C5H7N overall in a non-equilibrium geometry.

```
! wB97M-V def2-TZVPD RIJCOSX def2/J DEFGRID3
* xyz 0 1
C 0.422 -1.307 1.446
C 0.044 -0.323 2.116
C -0.177 0.266 -0.353
C 0.663 0.009 0.798
C 0.302 0.869 -1.603
N -2.081 -0.731 -0.527
H 0.691 -2.341 1.251
H -0.155 0.222 3.027
H 1.650 0.435 0.531
H 1.392 0.983 -1.429
H -0.172 1.930 -1.616
H -0.059 0.247 -2.348
H -2.521 -0.259 -1.292
*
```

Summary:
Energy above the lowest of the compared OMol25 structures with the same formula, charge and spin in kcal/mol: 215.64
HOMO-LUMO gap (spin up / spin down) in eV: 10.6280 / 7.1524
Calculated total energy in eV: -6779.1613
E_LUMO (spin up / spin down) in eV: 0.73 / 0.21



12.
The following is a DFT calculation (wB97M-V/def2-TZVPD) of C5H7N in the gas phase.

```
! wB97M-V def2-TZVPD RIJCOSX def2/J DEFGRID3
* xyz 0 1
C 1.804 0.089 0.240
N 0.499 -0.375 -0.192
C -0.116 0.323 -1.295
C -0.613 0.516 0.099
C -1.838 -0.082 0.589
C -2.848 -0.577 1.018
H 1.960 -0.211 1.281
H 1.925 1.184 0.168
H 2.574 -0.387 -0.374
H 0.420 1.163 -1.742
H -0.685 -0.289 -1.991
H -0.363 1.478 0.553
H -3.739 -1.032 1.394
*
```

Summary:
Energy above the lowest of the compared OMol25 structures with the same formula, charge and spin in kcal/mol: 73.57
SMILES: C#C[C@@H]1CN1C
HOMO-LUMO gap in eV: 10.4778
Calculated total energy in eV: -6785.3224
E_LUMO in eV: 1.13



> Which value of energy above the lowest of the compared OMol25 structures with the same formula, charge and spin does entry 6 give?

57.20 kcal/mol